The following is a DFT calculation (ωB97M-V with the def2-TZVPD basis set) of a single C4H4OS molecule at a distorted geometry.

CARTESIAN COORDINATES (ANGSTROEM)
H: 3.530 1.340 -0.835
H: -2.459 0.588 1.196
C: 0.728 0.256 0.272
C: 0.075 -0.582 -0.558
O: -0.286 1.072 0.917
S: 2.538 0.583 0.252
C: -1.257 -0.723 -0.161
C: -1.463 0.300 0.697
H: 0.560 -1.373 -1.215
H: -1.965 -1.460 -0.565

ΔE to the lowest compared entry with this formula, charge and spin = 3.1265 eV
HOMO level = -9.035 eV
SMILES = Sc1ccco1